one.
C3H11N3 | wB97M-V/def2-TZVPD

Each line ends with the Löwdin charge.
Element x y z (Å)
C 0.644 -0.557 -0.083  -0.7595
C -0.582 0.599 0.860  -0.1662
C -1.705 1.316 0.152  -0.1651
N 0.971 0.512 -0.867  0.0033
N 1.651 -0.891 0.793  0.0931
N 0.051 -1.652 -0.681  0.0960
H 2.499 -0.341 0.795  0.0870
H -0.653 -1.526 -1.397  0.0847
H 0.348 1.113 -1.387  0.0368
H 1.603 -0.005 -1.914  0.1950
H 1.621 -1.650 1.457  0.0879
H 0.490 -2.562 -0.619  0.0804
H 0.038 1.274 1.450  0.0716
H -0.972 -0.168 1.533  0.0669
H -1.320 2.139 -0.457  0.0564
H -2.413 1.755 0.866  0.0676
H -2.270 0.644 -0.502  0.0640

Properties
Orbital gap, Ha: 0.31652
LUMO, eV: 1.02
HOMO, eV: -7.591

two.
C3H11N3 | wB97M-V/def2-TZVPD

Each line ends with the Löwdin charge.
Element x y z (Å)
C -1.186 0.175 1.035  -0.0490
C -0.298 0.192 -0.214  -0.6372
C -0.136 -1.218 -0.770  -0.0680
N -0.926 1.016 -1.217  0.0609
N 1.192 0.766 0.000  -0.0933
N 2.135 -0.031 0.645  -0.0474
H -1.331 1.188 1.410  0.0740
H -0.723 -0.419 1.823  0.0738
H -2.161 -0.245 0.798  0.0836
H 0.527 -1.211 -1.634  0.0771
H -1.106 -1.591 -1.093  0.0807
H 0.273 -1.892 -0.018  0.0689
H -1.042 1.967 -0.885  0.0714
H -0.353 1.046 -2.051  0.0767
H 0.812 1.464 0.657  0.0876
H 2.509 -0.728 0.009  0.0693
H 1.815 -0.481 1.507  0.0708

Properties
Orbital gap, Ha: 0.35028
LUMO, eV: 1.01
SMILES: CC(C)(N)NN
HOMO, eV: -8.521

Most stable: two

one.
C2HClN2O | wB97M-V/def2-TZVPD

Each line ends with the Löwdin charge.
Element x y z (Å)
C 0.929 0.854 0.659  -0.3769
C -1.125 -0.808 -0.849  -0.5387
N 0.816 -0.495 0.478  0.0142
N -0.174 -0.891 -0.155  -0.0359
O 0.161 1.665 0.202  0.0205
Cl -2.422 -1.416 -1.594  0.8000
H 1.815 1.092 1.259  0.1167

Properties
Orbital gap, Ha: 0.32421
LUMO, eV: -0.43
HOMO, eV: -9.249

two.
C2HClN2O | wB97M-V/def2-TZVPD

Each line ends with the Löwdin charge.
Element x y z (Å)
C -0.740 0.987 0.248  -0.3411
C -0.387 -0.301 -0.177  -0.6637
N -1.043 2.014 0.640  0.1707
N 1.278 -0.593 0.736  0.0851
O 2.190 -0.636 0.033  0.0498
Cl -0.437 -0.518 -1.899  0.6626
H -0.860 -0.953 0.420  0.0365

Properties
Orbital gap (alpha / beta), Ha: 0.31077 / 0.31076
LUMO (alpha / beta), eV: -1.07 / -1.07
HOMO (alpha / beta), eV: -9.526 / -9.526

three.
C2HClN2O | wB97M-V/def2-TZVPD

Each line ends with the Löwdin charge.
Element x y z (Å)
C -2.464 -1.165 -0.225  -0.1032
C 0.489 -1.588 -0.039  -0.6617
N -3.555 -1.465 -0.288  -0.0044
N 0.080 -0.455 0.157  0.2047
O 0.548 -2.734 -0.060  0.1997
Cl 2.607 -0.639 -0.257  0.2799
H 0.321 0.436 -0.225  0.0850

Properties
Orbital gap (alpha / beta), Ha: 0.19686 / 0.19694
LUMO (alpha / beta), eV: -5.72 / -5.72
HOMO (alpha / beta), eV: -11.080 / -11.082

Most stable: one

one.
C5H12N4 | wB97M-V/def2-TZVPD

Each line ends with the Löwdin charge.
Element x y z (Å)
C 0.366 0.046 2.413  -0.2220
C -0.656 -0.918 -1.930  -0.0373
C -0.971 1.332 -0.856  -0.0236
C 1.372 0.224 -0.718  -0.0555
C -0.132 -0.015 -0.776  -0.6170
N 1.401 -1.014 2.158  -0.0436
N 1.266 -1.741 1.257  0.1413
N -0.722 -0.170 1.565  -0.0831
N -0.624 -0.735 0.336  -0.0174
H 0.102 0.232 3.453  0.1245
H 0.970 0.855 2.152  0.0753
H 0.159 -1.424 -2.310  0.0318
H -1.345 -1.588 -1.377  0.0826
H -1.188 -0.274 -2.755  0.1070
H -1.443 1.511 0.108  0.0590
H -1.773 1.200 -1.599  0.0661
H -0.407 2.200 -1.072  0.0546
H 1.702 0.961 -1.405  0.0647
H 1.649 0.791 0.196  0.0755
H 1.755 -0.763 -0.898  0.0617
H -1.481 -0.711 2.057  0.1555

Properties
Orbital gap (alpha / beta), Ha: 0.31606 / 0.31860
LUMO (alpha / beta), eV: 0.57 / 0.55
HOMO (alpha / beta), eV: -8.034 / -8.124

two.
C5H12N4 | wB97M-V/def2-TZVPD

Each line ends with the Löwdin charge.
Element x y z (Å)
H 1.117 2.396 0.133  0.0892
N 1.890 1.795 -0.393  0.1128
C 1.720 0.564 -0.170  -0.4936
C 2.905 -0.408 -0.388  -0.0434
N 0.729 -0.136 0.510  -0.2191
N 0.488 -1.440 0.000  0.0544
C -0.513 0.454 0.963  -0.1135
C -1.478 0.547 -0.328  -0.2569
C -2.490 -0.442 -0.635  -0.2522
N -2.954 0.828 -0.167  0.0250
H 2.692 -1.083 -1.109  0.0067
H 3.847 0.221 -0.560  0.0966
H 3.072 -0.921 0.631  0.1049
H -0.368 -1.342 -0.633  0.0918
H 0.216 -1.893 0.906  0.1123
H -0.261 1.409 1.461  0.1148
H -0.991 -0.118 1.749  0.1077
H -0.943 0.999 -1.091  0.1075
H -2.693 -0.625 -1.656  0.0859
H -2.700 -1.437 -0.054  0.1483
H -3.286 0.632 0.831  0.1207

Properties
Orbital gap, Ha: 0.35538
LUMO, eV: 0.70
SMILES: [H]/N=C(/C)N(N)C[C@H]1CN1
HOMO, eV: -8.968

Most stable: two

one.
CH5N3S | wB97M-V/def2-TZVPD

Each line ends with the Löwdin charge.
Element x y z (Å)
H -1.655 1.845 0.143  0.0222
N -0.803 1.409 -0.096  0.1065
C -0.928 0.152 -0.045  -0.6221
N -2.075 -0.676 0.182  0.0952
N 0.216 -0.656 -0.101  -0.4073
S 1.799 -0.039 -0.037  0.7231
H -2.845 -0.054 -0.084  0.0905
H -2.080 -1.520 -0.375  0.0798
H 0.116 -1.619 0.066  0.0476
H 1.883 0.523 1.211  -0.1355

Properties
Orbital gap, Ha: 0.35417
LUMO, eV: 0.68
SMILES: [H]/N=C(\N)NS
HOMO, eV: -8.955

two.
CH5N3S | wB97M-V/def2-TZVPD

Each line ends with the Löwdin charge.
Element x y z (Å)
C 0.261 0.051 0.096  -0.2780
H -0.767 2.959 -0.019  0.0418
H 0.945 2.363 -0.273  0.2021
H 1.044 0.149 0.723  0.0673
H -1.057 -1.148 -0.900  0.1150
H -0.049 -3.859 0.355  -0.0428
N -0.156 2.301 0.464  -0.0857
N -0.627 1.079 0.056  -0.1356
N -0.287 -1.242 -0.126  -0.4760
S 0.695 -2.654 -0.376  0.5919

Properties
Orbital gap, Ha: 0.31308
LUMO, eV: 0.44
HOMO, eV: -8.083

three.
CH5N3S | wB97M-V/def2-TZVPD

Each line ends with the Löwdin charge.
Element x y z (Å)
H 2.250 -0.590 -0.656  0.0100
N 1.450 -1.088 -0.355  0.0771
C 0.560 -0.178 -0.086  -0.5449
N 0.763 1.167 -0.014  0.0837
N -0.858 -0.855 0.559  -0.3376
S -2.179 -0.043 -0.390  0.5744
H 0.004 1.798 0.373  0.1184
H 1.754 1.325 -0.135  0.0972
H -0.653 -1.717 -0.025  0.0265
H -3.092 0.180 0.730  -0.1046

Properties
Orbital gap, Ha: 0.37015
LUMO, eV: 0.65
SMILES: [H]/N=C(\N)NS
HOMO, eV: -9.426

Most stable: one

one.
C3H3Cl2NS | wB97M-V/def2-TZVPD

Each line ends with the Löwdin charge.
Element x y z (Å)
C -3.686 1.003 0.693  -0.3927
C 0.251 0.301 0.573  -0.3663
C -2.443 0.705 0.224  -1.0474
N -4.792 1.231 0.935  0.1996
S -1.190 1.230 1.338  0.8834
Cl -2.507 -2.280 -1.032  -0.1059
Cl -2.243 0.195 -1.348  0.6783
H 1.164 0.318 1.317  0.0766
H 0.572 0.965 -0.176  -0.0044
H 0.017 -0.845 0.509  0.0788

Properties
Orbital gap (alpha / beta), Ha: 0.29887 / 0.21989
LUMO (alpha / beta), eV: -2.00 / -2.75
HOMO (alpha / beta), eV: -10.129 / -8.729

two.
C3H3Cl2NS | wB97M-V/def2-TZVPD

Each line ends with the Löwdin charge.
Element x y z (Å)
C -1.536 1.917 0.039  -0.3659
C 1.807 -0.508 -0.124  -0.2966
C -0.741 0.770 0.050  -0.9727
N -2.109 2.916 -0.032  0.1860
S 0.821 0.895 0.746  0.8925
Cl -2.652 -3.033 0.529  -0.1308
Cl -1.514 -0.763 -0.363  0.5675
H 1.658 -0.341 -1.296  0.1029
H 1.446 -1.426 0.163  -0.0182
H 2.820 -0.427 0.288  0.0353

Properties
Orbital gap (alpha / beta), Ha: 0.32160 / 0.19032
LUMO (alpha / beta), eV: -2.15 / -3.55
HOMO (alpha / beta), eV: -10.897 / -8.734

Most stable: two

one.
C2H8N | wB97M-V/def2-TZVPD

Each line ends with the Löwdin charge.
Element x y z (Å)
C 0.760 -0.779 -0.707  -0.0269
N 0.476 0.257 0.336  -0.0702
C -0.974 0.623 0.346  -0.0496
H -0.204 -1.252 -1.079  0.1106
H 1.266 -0.135 -1.553  0.1509
H 1.244 -1.720 -0.306  0.1227
H 1.178 0.987 0.237  0.1695
H 0.532 -0.087 1.391  0.2349
H -1.464 1.419 -0.346  0.1487
H -1.348 1.064 1.282  0.0973
H -1.466 -0.377 0.399  0.1122

Properties
Orbital gap, Ha: 0.51258
LUMO, eV: -3.92
SMILES: C[NH2+]C
Net charge: +1
HOMO, eV: -17.866

two.
C2H8N | wB97M-V/def2-TZVPD

Each line ends with the Löwdin charge.
Element x y z (Å)
C 0.441 -0.235 -1.147  -0.0260
N -0.524 0.167 -0.081  -0.0194
C 0.096 0.067 1.260  0.0043
H 1.509 -0.107 -1.001  0.1115
H 0.394 -1.289 -1.463  0.1147
H 0.177 0.179 -2.123  0.1080
H -1.301 -0.494 -0.154  0.1843
H -0.859 1.067 -0.423  0.1854
H 0.763 -0.784 1.313  0.1118
H -0.658 0.171 2.034  0.1106
H 0.751 0.930 1.399  0.1147

Properties
Orbital gap, Ha: 0.53923
LUMO, eV: -3.77
SMILES: C[NH2+]C
Net charge: +1
HOMO, eV: -18.446

Most stable: two

one.
C3H7PS | wB97M-V/def2-TZVPD

Each line ends with the Löwdin charge.
Element x y z (Å)
C -0.064 0.335 -0.245  -0.7274
C 1.116 1.239 -0.383  -0.1523
C 0.129 -1.169 -0.283  -0.1207
P -2.712 -0.236 1.377  0.3292
S -1.540 1.031 0.281  0.4745
H 0.804 2.194 -0.839  0.0767
H 1.809 0.874 -1.224  0.1016
H 1.619 1.091 0.580  0.0871
H 0.756 -1.275 0.599  0.0999
H 0.546 -1.362 -1.233  0.0723
H -0.779 -1.568 -0.314  -0.0134
H -1.686 -1.153 1.683  -0.2275

Properties
Orbital gap (alpha / beta), Ha: 0.24590 / 0.27641
LUMO (alpha / beta), eV: -0.52 / 0.14
HOMO (alpha / beta), eV: -7.209 / -7.381

two.
C3H7PS | wB97M-V/def2-TZVPD

Each line ends with the Löwdin charge.
Element x y z (Å)
C 1.187 0.068 -1.031  -0.2042
C -0.944 0.574 0.325  -0.1030
C -0.216 0.556 -1.105  -0.3202
P 1.769 -1.143 0.031  0.1696
S 2.793 -2.390 -1.061  0.1190
H -0.463 1.253 0.912  0.0284
H -0.829 -0.362 0.822  0.0265
H -2.016 0.825 0.088  0.0949
H -0.302 1.687 -1.504  0.1414
H -0.741 -0.134 -1.765  0.1079
H 0.874 -1.951 0.904  -0.0071
H 2.413 -0.475 0.968  -0.0534

Properties
Orbital gap (alpha / beta), Ha: 0.26276 / 0.25967
LUMO (alpha / beta), eV: -1.57 / -1.59
HOMO (alpha / beta), eV: -8.717 / -8.656

Most stable: one

one.
C3H5F2NS | wB97M-V/def2-TZVPD

Each line ends with the Löwdin charge.
Element x y z (Å)
C 0.242 0.004 -0.992  -0.7645
C -1.421 -0.044 1.089  -0.0290
C -0.184 0.429 0.346  -0.1814
N 1.506 0.244 -1.445  0.0794
F 0.745 1.118 1.028  0.1065
F 1.285 -1.378 1.388  -0.5169
S -0.813 -0.947 -1.934  0.7281
H -1.328 -0.960 1.684  0.1046
H -1.760 0.752 1.785  0.0975
H -2.222 -0.199 0.220  0.0983
H 2.155 0.852 -0.774  0.1818
H 1.795 0.128 -2.396  0.0957

Properties
Orbital gap (alpha / beta), Ha: 0.22707 / 0.22548
LUMO (alpha / beta), eV: -3.18 / -3.20
HOMO (alpha / beta), eV: -9.364 / -9.331

two.
C3H5F2NS | wB97M-V/def2-TZVPD

Each line ends with the Löwdin charge.
Element x y z (Å)
C -1.085 0.071 1.386  0.0404
C 0.500 -0.042 0.544  -0.5172
F 0.986 1.240 0.565  0.0394
F 1.348 -0.736 1.360  0.0606
C 0.275 -0.581 -0.824  -0.8326
N 0.723 0.346 -1.817  0.0747
S -0.375 -2.005 -1.116  0.7592
H -1.008 0.136 2.457  0.0513
H -1.379 1.038 0.815  0.0992
H -1.748 -0.735 1.178  0.0209
H 0.928 1.333 -1.778  0.0949
H 0.837 -0.068 -2.770  0.1091

Properties
Orbital gap, Ha: 0.33488
LUMO, eV: -0.10
SMILES: CC(F)(F)C(N)=S
HOMO, eV: -9.215

Most stable: two